Entry 1:
{
  "formula": "H5PSi",
  "method": "ωB97M-V with the def2-TZVPD basis set",
  "de_lowest_kcal_mol": 0.0,
  "e_lumo_ev": [1.0, -1.4],
  "orbital_gap_ev": [8.517, 9.322],
  "multiplicity": 3,
  "fmax_ha_per_bohr": 0.0825,
  "energy_ev": -17242.679,
  "symbols": ["P", "Si", "H", "H", "H", "H", "H"],
  "positions_angstrom": [[2.18, -1.54, -1.21], [-1.24, 1.50, 0.51], [-2.72, 1.54, 0.33], [-0.82, 1.83, 1.74], [-0.38, 0.52, -0.41], [2.10, -1.63, 0.32], [0.87, -2.22, -1.29]]
}

---

Entry 2:
{
  "formula": "H6IO3",
  "method": "ωB97M-V with the def2-TZVPD basis set",
  "de_lowest_kcal_mol": 2.3,
  "e_lumo_ev": 3.6,
  "orbital_gap_ev": 8.054,
  "multiplicity": 1,
  "charge": -1,
  "fmax_ha_per_bohr": 0.0057,
  "energy_ev": -14343.880,
  "symbols": ["I", "O", "O", "O", "H", "H", "H", "H", "H", "H"],
  "positions_angstrom": [[-1.66, 0.56, -0.87], [1.57, 0.11, -2.58], [0.06, -2.22, 0.78], [-0.77, 2.12, 2.33], [-0.57, -1.68, 0.26], [0.70, 0.08, -2.12], [0.52, -1.56, 1.32], [-0.40, 1.32, 2.70], [-0.97, 1.88, 1.40], [1.52, -0.61, -3.22]]
}

---

Entry 3:
{
  "formula": "H6N2",
  "method": "ωB97M-V with the def2-TZVPD basis set",
  "de_lowest_kcal_mol": 7.3,
  "e_lumo_ev": 1.0,
  "orbital_gap_ev": 10.058,
  "multiplicity": 1,
  "smiles": "N.N",
  "fmax_ha_per_bohr": 0.0360,
  "energy_ev": -3077.408,
  "symbols": ["N", "N", "H", "H", "H", "H", "H", "H"],
  "positions_angstrom": [[-0.50, 1.00, 0.29], [0.66, -1.35, -0.06], [-0.78, 1.44, -0.59], [-1.26, 1.16, 0.96], [1.40, -1.02, -0.68], [-0.05, -0.61, -0.03], [0.31, 1.53, 0.64], [0.23, -2.16, -0.52]]
}

---

Entry 4:
{
  "formula": "H6N2",
  "method": "ωB97M-V with the def2-TZVPD basis set",
  "de_lowest_kcal_mol": 1.5,
  "e_lumo_ev": 1.2,
  "orbital_gap_ev": 11.097,
  "multiplicity": 1,
  "smiles": "N.N",
  "fmax_ha_per_bohr": 0.0101,
  "energy_ev": -3077.659,
  "symbols": ["N", "N", "H", "H", "H", "H", "H", "H"],
  "positions_angstrom": [[0.62, -1.13, 1.24], [-0.63, 1.09, -1.20], [-1.12, 1.64, -0.49], [-1.18, 0.24, -1.35], [1.07, -0.21, 1.23], [-0.68, 1.63, -2.08], [0.87, -1.57, 2.14], [1.05, -1.69, 0.50]]
}

---

Entry 5:
{
  "formula": "H6N2Si",
  "method": "ωB97M-V with the def2-TZVPD basis set",
  "de_lowest_kcal_mol": 15.1,
  "e_lumo_ev": 0.1,
  "orbital_gap_ev": 9.133,
  "multiplicity": 1,
  "smiles": "N=[SiH2].N",
  "fmax_ha_per_bohr": 0.0713,
  "energy_ev": -10953.089,
  "symbols": ["Si", "N", "N", "H", "H", "H", "H", "H", "H"],
  "positions_angstrom": [[-1.06, -0.06, -1.59], [-1.20, -1.36, -0.60], [1.21, 0.40, 1.32], [1.11, -0.21, 2.15], [-0.55, -1.56, 0.16], [2.25, 0.39, 1.13], [0.77, 1.42, 1.37], [-0.62, 1.29, -1.24], [-1.91, -0.30, -2.71]]
}

---

Entry 6:
{
  "formula": "H6NO",
  "method": "ωB97M-V with the def2-TZVPD basis set",
  "de_lowest_kcal_mol": 9.0,
  "e_lumo_ev": -4.4,
  "orbital_gap_ev": 11.433,
  "multiplicity": 1,
  "charge": 1,
  "fmax_ha_per_bohr": 0.0202,
  "energy_ev": -3628.183,
  "symbols": ["O", "N", "H", "H", "H", "H", "H", "H"],
  "positions_angstrom": [[-1.04, 1.17, 1.18], [0.61, -0.79, -0.93], [-0.40, 0.94, 1.90], [0.80, -1.81, -0.85], [-0.16, -0.53, -0.29], [0.34, -0.57, -1.91], [-1.61, 1.86, 1.57], [1.46, -0.26, -0.68]]
}

---

Entry 7:
{
  "formula": "H6Na3O4",
  "method": "ωB97M-V with the def2-TZVPD basis set",
  "e_lumo_ev": [-0.9, -1.0],
  "orbital_gap_ev": [4.281, 6.605],
  "multiplicity": 2,
  "fmax_ha_per_bohr": 0.0310,
  "energy_ev": -21535.811,
  "symbols": ["Na", "Na", "Na", "O", "O", "O", "O", "H", "H", "H", "H", "H", "H"],
  "positions_angstrom": [[-14.67, 9.73, 5.29], [-16.62, 12.03, 6.48], [-18.27, 9.95, 4.62], [-15.37, 9.74, 3.01], [-18.75, 7.55, 6.52], [-15.54, 7.27, 6.01], [-16.80, 9.62, 6.32], [-15.91, 10.22, 3.67], [-16.89, 9.44, 7.27], [-16.05, 8.08, 5.97], [-15.57, 7.01, 6.93], [-18.05, 8.14, 6.79], [-19.36, 8.11, 6.04]]
}

---

Entry 8:
{
  "formula": "H6O2S2",
  "method": "ωB97M-V with the def2-TZVPD basis set",
  "de_lowest_kcal_mol": 13.1,
  "e_lumo_ev": -0.1,
  "orbital_gap_ev": 8.903,
  "multiplicity": 1,
  "smiles": "SS.O.O",
  "fmax_ha_per_bohr": 0.0308,
  "energy_ev": -25862.217,
  "symbols": ["S", "S", "O", "O", "H", "H", "H", "H", "H", "H"],
  "positions_angstrom": [[-2.57, 2.80, 0.69], [-1.98, 1.70, 2.40], [2.98, -1.46, -1.97], [0.06, -1.97, -0.54], [0.14, -2.53, 0.23], [2.13, -1.05, -1.87], [-0.23, -1.06, -0.30], [3.52, -1.04, -1.27], [-2.05, 0.62, 1.60], [-2.02, 3.98, 1.02]]
}

---

Entry 9:
{
  "formula": "H6O3",
  "method": "ωB97M-V with the def2-TZVPD basis set",
  "de_lowest_kcal_mol": 15.3,
  "e_lumo_ev": 1.0,
  "orbital_gap_ev": 12.665,
  "multiplicity": 1,
  "smiles": "O.O.O",
  "fmax_ha_per_bohr": 0.0076,
  "energy_ev": -6239.589,
  "symbols": ["O", "O", "O", "H", "H", "H", "H", "H", "H"],
  "positions_angstrom": [[-9.49, 2.55, 1.82], [11.89, -1.85, 2.02], [-3.01, -0.69, -4.19], [-8.82, 3.08, 1.36], [-3.09, -0.10, -3.43], [11.79, -1.19, 2.71], [-2.85, -1.56, -3.82], [-9.23, 1.63, 1.70], [12.83, -1.87, 1.83]]
}

---

Entry 10:
{
  "formula": "H6O3",
  "method": "ωB97M-V with the def2-TZVPD basis set",
  "de_lowest_kcal_mol": 7.0,
  "e_lumo_ev": 0.3,
  "orbital_gap_ev": 10.953,
  "multiplicity": 1,
  "smiles": "O.O.O",
  "fmax_ha_per_bohr": 0.0038,
  "energy_ev": -6239.951,
  "symbols": ["O", "O", "O", "H", "H", "H", "H", "H", "H"],
  "positions_angstrom": [[-12.73, -12.55, 11.52], [-13.93, -15.68, 15.36], [-12.93, -13.13, 14.39], [-13.50, -14.84, 15.14], [-13.03, -13.21, 13.43], [-12.73, -11.59, 11.57], [-12.63, -12.75, 10.58], [-13.17, -12.23, 14.61], [-14.69, -15.73, 14.77]]
}

---

Entry 11:
{
  "formula": "H6O3",
  "method": "ωB97M-V with the def2-TZVPD basis set",
  "de_lowest_kcal_mol": 14.0,
  "e_lumo_ev": 0.8,
  "orbital_gap_ev": 12.251,
  "multiplicity": 1,
  "smiles": "O.O.O",
  "fmax_ha_per_bohr": 0.0056,
  "energy_ev": -6239.645,
  "symbols": ["O", "O", "O", "H", "H", "H", "H", "H", "H"],
  "positions_angstrom": [[-3.45, -22.06, -1.08], [-3.26, -22.34, 3.75], [-6.56, -19.56, 7.19], [-6.39, -19.56, 6.24], [-2.39, -22.04, 4.01], [-3.15, -22.66, 2.86], [-3.15, -21.56, -1.83], [-4.40, -22.09, -1.18], [-7.01, -20.38, 7.36]]
}